Record 1
Here is a molecular structure, C5H13ClI2N2O2PPt from the Open Molecules 2025 dataset. Energies are from wB97M-V/def2-TZVPD.

Each line ends with the Mulliken charge.
Element x y z (Å)
I 5.471120 1.341456 -1.300712  0.4945
I 5.209282 -1.754205 -1.251607  0.4677
Pt 0.161623 -0.033148 0.293983  0.5584
P -0.827977 0.016254 -1.742207  0.5070
C 0.431317 0.043002 -3.025673  -1.1828
C -1.851300 -1.432931 -2.065263  -1.0065
H -2.648631 1.512454 -1.266966  0.4140
H -2.272811 1.405874 -3.029888  0.4052
H -1.246429 2.380828 -1.933590  0.3728
C -1.854984 1.475052 -2.018781  -0.9921
H -2.641733 -1.494748 -1.311589  0.4176
H -2.269804 -1.329517 -3.072918  0.4056
H -0.061014 0.051635 -4.001604  0.4095
H 1.071896 -0.837942 -2.936173  0.3723
H -1.236751 -2.336738 -2.008460  0.3711
H 1.057365 0.932074 -2.915054  0.3732
C 1.929437 0.037354 -0.068495  0.4722
O 3.075518 0.093097 -0.136507  -0.2620
Cl -2.050175 -0.033800 0.967623  -0.3663
N -0.026308 1.140291 4.289248  -0.1787
C 0.226205 -0.005072 3.621293  0.6045
N -0.028483 -1.148967 4.296210  -0.1614
O 0.746201 -0.009900 2.477914  -0.5905
H -0.372814 1.137507 5.232244  0.2561
H 0.194155 2.012243 3.830214  0.2879
H 0.189962 -2.022536 3.839416  0.2916
H -0.374869 -1.139610 5.237336  0.2592

Cartesian forces (eV/Å) of the 2 atoms listed first:
0.5 0.6 -0.2
0.3 -0.7 -0.1

The value obtained for the orbital gap (alpha / beta) is 8.8 / 3.6 eV. The value obtained for the energy above the lowest of the compared OMol25 structures with the same formula, charge and spin is 0.0 kJ/mol. The value obtained for the HOMO energy (alpha / beta) is -18.80 / -19.17 eV. As for the net charge: +3. Its spin multiplicity is 5.

Record 2
Here is a gas-phase ion, C12H13N2 (charge +1) from the Open Molecules 2025 dataset. Energies are from wB97M-V/def2-TZVPD.

Each line ends with the Mulliken charge.
Element x y z (Å)
C -2.706805 -1.249652 0.116572  -0.3907
C -1.401382 -1.644288 0.344748  -0.4671
C -0.566701 0.643311 1.115283  0.1911
C 0.745314 1.260656 1.089154  -0.2301
C -3.256885 -0.040805 -0.225671  -0.5122
C 0.787770 1.967338 -0.218873  -0.3809
C -0.410563 -0.719964 0.526402  0.5568
C -1.172804 1.228835 -0.194863  0.0624
C 1.589018 0.419795 0.183305  0.8950
C 0.891885 -0.794267 0.014298  -0.2088
C 2.982026 0.758496 -0.167278  -1.5747
C 1.346568 -2.122616 -0.610359  -1.6143
N -0.282801 1.877510 -0.890676  -0.6013
N -2.493622 1.089120 -0.487412  -0.0290
H -3.468631 -2.031799 0.071239  0.3225
H -1.205091 -2.783525 0.375363  0.3606
H -1.161992 0.782662 2.040084  0.5388
H 1.148777 1.791262 1.911878  0.4964
H -4.385283 0.051562 -0.401036  0.3453
H 1.582867 2.634548 -0.558984  0.4920
H 3.241141 1.740254 0.304260  0.4381
H 3.184422 0.733600 -1.282246  0.3260
H 3.572507 0.020415 0.289491  0.4646
H 2.196728 -1.955311 -1.276542  0.3961
H 0.475539 -2.674231 -1.132776  0.4079
H 1.630789 -2.814545 0.271183  0.3195
H -2.862792 1.831649 -1.206547  0.3962

Cartesian forces (eV/Å) of the 2 atoms listed first:
-1.8 -0.8 -0.3
-1.9 -3.4 0.1

The value obtained for the orbital gap (alpha / beta) is 7.0 / 5.9 eV. The value obtained for the energy above the lowest of the compared OMol25 structures with the same formula, charge and spin is 96.3 kJ/mol. The value obtained for the HOMO energy (alpha / beta) is -10.20 / -12.88 eV. As for the net charge: +1. Its spin multiplicity is 3.

Record 3
Here is 12 unconnected molecules or ions with the total composition C26H71N5O31S7 from the Open Molecules 2025 dataset. Energies are from wB97M-V/def2-TZVPD.

Each line ends with the Mulliken charge.
Element x y z (Å)
C 1.734330 2.656059 -1.174555  -1.3863
C 1.309250 1.486249 -0.343525  -0.0249
O -0.072860 1.229369 -0.576965  -0.2563
S -0.611600 -0.307951 -0.763315  1.1082
C 0.308410 -1.223031 0.630565  -0.9575
O -2.056430 -0.329781 -0.462875  -0.5860
O -0.187860 -0.793741 -2.097795  -0.5827
H 2.788820 2.931979 -1.176095  0.3718
H 1.317310 3.599529 -0.822345  0.3356
H 1.337350 2.715039 -2.187975  0.3387
H 1.931340 0.647229 -0.655175  0.2918
H 1.489810 1.667909 0.715955  0.2841
H 0.152670 -0.617451 1.523375  0.3343
H 1.372570 -1.367571 0.444085  0.3563
H -0.231160 -2.159861 0.769555  0.3732
C -12.009450 -4.893401 -5.970095  -1.2754
C -10.885920 -4.303211 -5.163525  -0.1162
O -9.951100 -5.240911 -4.616645  -0.3100
S -8.511570 -4.660481 -3.996875  1.1350
C -9.147840 -3.663641 -2.603285  -0.9342
O -7.771240 -5.768651 -3.510175  -0.5610
O -7.901580 -3.736581 -5.002495  -0.6104
H -11.633600 -5.601871 -6.708265  0.3274
H -12.625790 -4.098591 -6.390205  0.3649
H -12.652050 -5.373071 -5.231795  0.3179
H -10.402040 -3.671541 -5.908485  0.3265
H -11.258520 -3.583741 -4.434395  0.2997
H -8.381870 -3.306891 -1.914715  0.3595
H -9.835990 -4.291861 -2.037695  0.3480
H -9.729710 -2.809711 -2.950145  0.3280
C 5.832160 6.966049 3.083325  -1.0348
C 6.385760 8.334939 3.560435  -0.2757
O 7.632610 8.122679 4.188725  -0.3132
S 9.057120 8.292549 3.337005  1.1459
C 8.899630 6.944469 2.146255  -0.9337
O 9.075710 9.505269 2.512525  -0.5805
O 10.166050 7.878499 4.196225  -0.5829
H 6.208110 6.644389 2.112095  0.2960
H 4.760230 7.109449 2.947315  0.3498
H 5.985330 6.073249 3.689575  0.3086
H 6.358290 9.168099 2.858155  0.3259
H 5.732260 8.769609 4.316805  0.3079
H 9.910870 6.769689 1.778875  0.3858
H 8.270850 7.219539 1.299455  0.2888
H 8.520690 6.099759 2.721555  0.3133
C 8.085800 12.994269 -2.407785  -1.3562
C 7.382870 11.827909 -2.962115  0.0413
O 6.165120 11.609479 -2.229665  -0.2886
S 5.344640 10.176129 -2.581085  1.0950
C 4.519570 10.708319 -4.217635  -0.9170
O 6.367810 9.111089 -2.874465  -0.5892
O 4.226840 10.088129 -1.664705  -0.5571
H 8.482720 12.789409 -1.413505  0.2927
H 7.467650 13.891789 -2.386495  0.3457
H 8.914070 13.336799 -3.028065  0.4002
H 7.187220 12.012489 -4.018405  0.2466
H 8.102730 11.011329 -2.906355  0.2857
H 5.288920 10.860539 -4.974625  0.3187
H 3.899940 11.588089 -4.043975  0.3164
H 3.838200 9.891129 -4.454365  0.3644
C 2.764860 0.731789 -7.847975  -1.2289
C 3.909880 -0.169321 -7.410905  -0.0895
O 4.810560 -0.345661 -8.445975  -0.2656
S 6.246970 -1.102471 -8.170435  1.1155
C 5.605610 -2.853291 -7.984675  -0.8767
O 7.038070 -1.040941 -9.423855  -0.5803
O 6.860820 -0.654681 -6.908715  -0.5972
H 1.928880 0.170309 -8.265085  0.2956
H 3.025690 1.554669 -8.513525  0.3419
H 2.403370 1.279519 -6.977675  0.3479
H 4.443750 0.309829 -6.590225  0.3039
H 3.459370 -1.088181 -7.035605  0.2413
H 5.240870 -3.137081 -8.971855  0.3145
H 4.796500 -2.919641 -7.257325  0.3264
H 6.489350 -3.435291 -7.723165  0.3519
C -4.608490 -7.624891 4.978775  -1.2595
C -5.074710 -8.880801 5.774535  -0.2322
O -5.007680 -8.608291 7.176765  -0.3082
S -4.555240 -9.921451 8.145665  1.1075
C -5.894320 -11.157931 7.823195  -0.8777
O -3.256050 -10.456811 7.793085  -0.5622
O -4.782080 -9.586481 9.543255  -0.5967
H -5.233620 -6.803931 5.329965  0.3123
H -4.762160 -7.711511 3.903135  0.3579
H -3.583230 -7.300261 5.156385  0.3073
H -6.033930 -9.249761 5.411395  0.3524
H -4.486660 -9.755201 5.495735  0.4247
H -5.536600 -12.138991 8.135665  0.3516
H -5.852250 -11.354981 6.751985  0.3041
H -6.908920 -10.934341 8.152895  0.3180
C -3.538620 -2.153471 7.618115  -1.0668
C -4.694450 -1.941961 8.515715  -0.2536
O -4.186400 -1.636181 9.811975  -0.2860
S -4.917050 -2.446191 11.008935  1.0946
C -3.859510 -4.001881 11.017925  -0.7868
O -4.646030 -1.697501 12.270615  -0.5981
O -6.316540 -2.760611 10.719765  -0.5971
H -3.094210 -3.135641 7.779135  0.2601
H -2.796090 -1.374811 7.792575  0.2852
H -3.846960 -2.153331 6.572635  0.3603
H -5.157800 -1.046521 8.101455  0.2970
H -5.472040 -2.704911 8.478965  0.3818
H -2.921110 -3.601451 11.401545  0.3133
H -3.751050 -4.405281 10.011155  0.2477
H -4.282910 -4.681481 11.757505  0.3492
C -5.091810 2.082409 -5.475675  -0.6742
N -6.491040 1.875739 -5.088535  0.7920
O -6.757770 1.750229 -3.887975  -0.4858
O -7.437070 1.750269 -5.916135  -0.4950
H -4.466380 1.190539 -5.514425  0.3013
H -4.615340 2.615309 -4.652825  0.2703
H -4.889170 2.572289 -6.428075  0.2916
C -4.024430 5.232169 -0.534245  -0.7221
N -5.008910 6.322999 -0.221255  0.8351
O -5.981500 6.006379 0.480985  -0.4945
O -4.710370 7.453119 -0.604825  -0.4953
H -3.251250 5.092289 0.221215  0.2842
H -3.456190 5.497799 -1.425665  0.2982
H -4.504230 4.305179 -0.848245  0.2941
C 6.441140 -0.685611 5.773845  -0.6222
N 5.833320 -1.277191 4.554475  0.7463
O 6.561180 -1.848041 3.683355  -0.4787
O 4.613800 -1.100091 4.419565  -0.4799
H 7.494960 -0.961981 5.739515  0.2974
H 5.914520 -1.036331 6.661405  0.2650
H 6.311310 0.396209 5.804055  0.2717
C -1.694550 -5.444481 -5.470975  -0.6745
N -0.439410 -6.009351 -4.921945  0.8618
O -0.464610 -6.412781 -3.809535  -0.5145
O 0.533300 -6.127411 -5.651905  -0.5332
H -1.503970 -4.522421 -6.020135  0.2622
H -2.489430 -5.312131 -4.736985  0.3082
H -1.946000 -6.244591 -6.167195  0.2901
C 5.503320 -6.722251 -1.085525  -0.6848
N 5.869520 -5.800631 -2.156125  0.8011
O 6.811410 -6.040551 -2.924615  -0.4975
O 5.149900 -4.784591 -2.234035  -0.4841
H 4.854110 -6.213131 -0.373185  0.3017
H 6.394500 -7.008941 -0.527205  0.2852
H 5.015910 -7.588051 -1.533765  0.2780

Cartesian forces (eV/Å) of the 2 atoms listed first:
-0.5 2.3 -0.3
1.1 -0.3 -0.6

The value obtained for the orbital gap is 10.4 eV. The value obtained for the energy above the lowest of the compared OMol25 structures with the same formula, charge and spin is 642.7 kJ/mol. The value obtained for the HOMO energy is -11.00 eV. As for the net charge: 0.

Record 4
Here is a single C6H10O molecule from the Open Molecules 2025 dataset. Energies are from wB97M-V/def2-TZVPD.

Each line ends with the Mulliken charge.
Element x y z (Å)
C -2.246074 0.011379 -0.033519  -0.9833
C -1.206429 -0.431848 0.689849  0.1252
C -0.199127 -1.415449 0.165421  -0.6440
C 1.258646 -1.058515 -0.056704  -0.3322
C 1.817178 0.129229 -0.258633  -0.2424
C 1.148877 1.481715 -0.247494  -0.4122
O -0.117952 1.553937 0.342282  -0.5495
H -3.003987 0.655123 0.401217  0.3367
H -2.360251 -0.280261 -1.074210  0.2921
H -1.086475 -0.133215 1.728975  0.2175
H -0.584249 -1.806862 -0.784308  0.2826
H -0.225869 -2.248684 0.876394  0.3044
H 1.906403 -1.936514 -0.127425  0.3148
H 2.891038 0.163438 -0.467343  0.3301
H 1.774852 2.162291 0.339751  0.3079
H 1.118570 1.872838 -1.272653  0.2751
H -0.885152 1.281402 -0.221602  0.3773

Cartesian forces (eV/Å) of the 2 atoms listed first:
-0.2 -0.8 0.4
-0.7 -0.5 -0.1

The value obtained for the orbital gap is 10.1 eV. The value obtained for the energy above the lowest of the compared OMol25 structures with the same formula, charge and spin is 186.0 kJ/mol. The value obtained for the HOMO energy is -9.03 eV. As for the net charge: 0.